[1]
{"formula": "C33H51N2O3PS6Tl", "method": "ωB97M-V/def2-TZVPD", "charge": 3, "homo_lumo_gap_ha": 0.200, "total_energy_ev": -123140.9304, "species": ["Tl", "C", "C", "S", "C", "C", "S", "C", "C", "S", "C", "C", "S", "H", "H", "H", "H", "H", "H", "H", "H", "H", "H", "H", "H", "H", "H", "H", "H", "C", "P", "C", "C", "C", "C", "C", "C", "C", "C", "C", "C", "C", "C", "H", "H", "H", "H", "H", "H", "H", "H", "H", "H", "H", "H", "H", "S", "C", "C", "N", "C", "H", "H", "H", "O", "C", "O", "C", "N", "C", "C", "C", "H", "H", "H", "H", "H", "H", "H", "H", "H", "C", "C", "S", "O", "C", "C", "H", "H", "H", "H", "H", "H", "H", "H", "H", "H"], "coordinates": [[-0.632, 0.369, 0.041], [-3.817, 1.152, -2.401], [-4.032, -0.260, -1.898], [-4.720, -0.205, -0.235], [-4.253, -1.834, 0.381], [-4.033, -1.785, 1.881], [-2.584, -0.798, 2.400], [-3.446, 0.756, 2.800], [-2.521, 1.924, 3.095], [-1.361, 2.445, 1.815], [-2.312, 3.561, 0.764], [-3.256, 2.923, -0.265], [-2.415, 2.018, -1.617], [-4.714, 1.762, -2.279], [-3.568, 1.122, -3.461], [-3.087, -0.808, -1.867], [-4.728, -0.790, -2.549], [-3.342, -2.144, -0.131], [-5.050, -2.541, 0.153], [-3.854, -2.790, 2.244], [-4.904, -1.380, 2.399], [-4.025, 0.571, 3.706], [-4.134, 0.961, 1.988], [-1.878, 1.687, 3.945], [-3.120, 2.796, 3.356], [-1.549, 4.164, 0.273], [-2.888, 4.209, 1.424], [-3.810, 3.736, -0.735], [-3.955, 2.231, 0.195], [-0.653, -2.190, -3.305], [-0.140, -2.079, -1.580], [1.604, -2.319, -1.506], [2.433, -1.468, -2.427], [3.973, -1.501, -2.213], [4.449, -2.333, -1.067], [3.621, -3.096, -0.345], [2.177, -3.047, -0.528], [-0.981, -3.323, -0.612], [-1.756, -4.319, -1.210], [-2.410, -5.245, -0.410], [-2.305, -5.176, 0.973], [-1.552, -4.167, 1.570], [-0.896, -3.235, 0.782], [-0.293, -3.131, -3.722], [-0.239, -1.360, -3.876], [-1.739, -2.144, -3.368], [2.170, -1.636, -3.472], [4.532, -1.796, -3.102], [5.510, -2.302, -0.842], [4.023, -3.755, 0.417], [1.565, -3.623, 0.161], [-1.841, -4.395, -2.289], [-2.998, -6.030, -0.874], [-2.810, -5.911, 1.591], [-1.483, -4.101, 2.651], [-0.305, -2.446, 1.242], [4.457, 0.745, -0.427], [3.974, 0.054, -2.035], [2.415, 0.033, -2.065], [1.897, 0.299, -0.735], [2.796, 0.703, 0.077], [4.491, 0.602, -2.815], [1.920, 0.687, -2.789], [2.554, 1.001, 1.092], [2.319, 3.373, -0.454], [1.180, 3.406, -0.966], [0.176, 2.663, -0.749], [0.971, 4.527, -2.030], [2.183, 5.417, -1.916], [2.828, 5.529, -3.267], [2.473, 4.200, -3.922], [1.022, 3.964, -3.463], [0.045, 5.057, -1.822], [2.754, 4.837, -1.257], [2.001, 6.320, -1.489], [3.895, 5.706, -3.165], [2.383, 6.361, -3.808], [3.135, 3.409, -3.559], [2.559, 4.257, -5.004], [0.735, 2.914, -3.476], [0.337, 4.513, -4.108], [1.891, 0.472, 5.700], [0.957, -0.236, 4.716], [1.707, -0.219, 3.070], [0.591, -0.591, 2.087], [2.731, -1.705, 3.214], [1.923, -2.995, 3.342], [1.428, 0.520, 6.686], [2.101, 1.493, 5.376], [2.841, -0.057, 5.805], [0.011, 0.294, 4.596], [0.756, -1.269, 4.998], [3.377, -1.530, 4.078], [3.355, -1.693, 2.317], [1.788, -3.285, 4.382], [2.440, -3.815, 2.841], [0.937, -2.884, 2.884]]}

[2]
{"formula": "C33H51O17", "method": "ωB97M-V/def2-TZVPD", "charge": -1, "homo_lumo_gap_ha": 0.199, "total_energy_ev": -69855.7374, "species": ["C", "O", "H", "H", "H", "O", "C", "O", "C", "C", "C", "H", "H", "H", "H", "H", "H", "O", "C", "O", "C", "C", "C", "H", "H", "H", "H", "H", "H", "O", "C", "O", "C", "C", "C", "H", "H", "H", "H", "H", "H", "O", "C", "O", "C", "C", "C", "H", "H", "H", "H", "H", "H", "O", "C", "O", "C", "C", "C", "H", "H", "H", "H", "H", "H", "O", "C", "O", "C", "C", "C", "H", "H", "H", "H", "H", "H", "O", "C", "O", "C", "C", "C", "H", "H", "H", "H", "H", "H", "O", "C", "O", "C", "C", "C", "H", "H", "H", "H", "H", "H"], "coordinates": [[23.343, -14.597, -3.944], [22.272, -14.473, -4.742], [23.152, -14.600, -2.826], [23.736, -15.644, -3.886], [24.162, -13.856, -4.031], [26.354, -13.787, -9.713], [26.598, -14.058, -8.563], [27.505, -14.969, -8.196], [27.343, -15.349, -6.831], [26.836, -14.080, -6.180], [25.992, -13.428, -7.288], [28.369, -15.503, -6.501], [26.628, -16.164, -6.754], [27.658, -13.495, -5.768], [26.285, -14.438, -5.306], [25.971, -12.346, -7.245], [25.011, -13.912, -7.292], [26.436, -17.563, -4.804], [25.362, -17.740, -4.316], [24.257, -17.800, -5.098], [23.085, -18.110, -4.374], [23.564, -18.604, -3.006], [24.930, -17.942, -2.829], [22.489, -18.898, -4.838], [22.441, -17.235, -4.280], [23.527, -19.682, -2.835], [22.739, -18.329, -2.339], [25.717, -18.455, -2.283], [24.795, -16.964, -2.361], [19.982, -11.690, -4.537], [20.145, -11.341, -3.414], [19.187, -10.684, -2.702], [19.639, -10.290, -1.420], [20.895, -11.132, -1.182], [21.398, -11.463, -2.576], [18.834, -10.347, -0.690], [19.937, -9.236, -1.453], [20.625, -12.057, -0.662], [21.632, -10.657, -0.533], [21.874, -12.436, -2.704], [22.121, -10.692, -2.850], [22.115, -14.286, -8.976], [22.661, -15.355, -9.008], [22.938, -15.974, -10.179], [23.663, -17.155, -9.971], [24.158, -17.089, -8.523], [23.013, -16.248, -7.872], [24.509, -17.357, -10.631], [23.062, -18.066, -10.064], [25.158, -16.703, -8.337], [24.140, -18.103, -8.119], [23.310, -15.803, -6.926], [22.077, -16.813, -7.812], [28.418, -10.058, -3.902], [27.400, -10.306, -3.313], [27.210, -9.836, -2.061], [25.925, -10.198, -1.543], [25.145, -10.645, -2.739], [26.189, -11.105, -3.765], [25.434, -9.287, -1.196], [25.895, -10.954, -0.759], [24.486, -9.908, -3.195], [24.539, -11.508, -2.454], [25.932, -10.983, -4.813], [26.540, -12.128, -3.599], [30.055, -14.691, -4.118], [29.336, -14.385, -3.205], [28.083, -14.884, -3.175], [27.344, -14.474, -2.014], [28.252, -13.456, -1.300], [29.564, -13.428, -2.052], [27.000, -15.322, -1.423], [26.401, -14.058, -2.377], [28.407, -13.871, -0.304], [27.882, -12.439, -1.179], [30.353, -13.860, -1.436], [29.822, -12.428, -2.391], [25.496, -13.463, 0.213], [24.473, -14.096, 0.212], [24.433, -15.425, -0.047], [23.077, -15.865, 0.248], [22.138, -14.658, 0.217], [23.102, -13.545, 0.564], [23.153, -16.182, 1.292], [22.948, -16.714, -0.420], [21.304, -14.811, 0.901], [21.722, -14.430, -0.766], [23.102, -13.277, 1.624], [22.895, -12.607, 0.053], [18.781, -14.619, -3.972], [19.024, -15.258, -2.983], [18.370, -14.981, -1.829], [18.535, -16.088, -0.915], [19.327, -17.163, -1.683], [20.035, -16.346, -2.780], [17.517, -16.458, -0.769], [18.909, -15.820, 0.073], [18.644, -17.865, -2.154], [20.018, -17.594, -0.958], [20.203, -17.015, -3.617], [20.941, -15.852, -2.426]]}

[3]
{"formula": "C33H51O35PS", "method": "ωB97M-V/def2-TZVPD", "charge": -2, "homo_lumo_gap_ha": 0.320, "total_energy_ev": -126844.8154, "species": ["S", "O", "O", "O", "O", "C", "C", "O", "C", "O", "O", "H", "H", "H", "H", "C", "C", "O", "C", "O", "O", "H", "H", "H", "H", "C", "C", "O", "C", "O", "O", "H", "H", "H", "H", "C", "C", "O", "C", "O", "O", "H", "H", "H", "H", "C", "C", "O", "C", "O", "O", "H", "H", "H", "H", "C", "C", "O", "C", "O", "O", "H", "H", "H", "H", "C", "C", "O", "C", "O", "O", "H", "H", "H", "H", "C", "C", "O", "C", "O", "O", "H", "H", "H", "H", "C", "C", "O", "C", "O", "O", "H", "H", "H", "H", "C", "C", "O", "P", "O", "O", "C", "C", "O", "C", "C", "H", "H", "H", "H", "H", "H", "H", "H", "H", "H", "H", "H", "H", "H", "H"], "coordinates": [[-8.889, 23.891, -4.137], [-7.914, 24.644, -3.296], [-10.025, 24.805, -4.431], [-8.250, 23.412, -5.391], [-9.410, 22.715, -3.392], [-9.708, 25.565, -7.548], [-10.618, 26.578, -6.838], [-11.176, 27.340, -7.924], [-10.645, 26.925, -9.100], [-10.810, 27.493, -10.133], [-9.934, 25.798, -8.932], [-9.966, 24.548, -7.267], [-8.663, 25.670, -7.243], [-10.130, 27.277, -6.170], [-11.390, 25.990, -6.346], [-8.486, 24.964, -0.095], [-9.719, 24.563, -0.889], [-10.764, 25.038, 0.006], [-10.284, 26.088, 0.685], [-10.925, 26.910, 1.257], [-8.918, 26.089, 0.664], [-7.595, 25.104, -0.705], [-8.212, 24.160, 0.603], [-9.824, 23.488, -0.969], [-9.758, 25.063, -1.852], [-9.707, 27.533, -3.357], [-11.208, 27.764, -3.408], [-11.348, 29.187, -3.276], [-10.151, 29.787, -3.423], [-9.969, 30.963, -3.407], [-9.184, 28.868, -3.612], [-9.312, 26.954, -4.182], [-9.267, 27.125, -2.449], [-11.744, 27.348, -2.555], [-11.656, 27.374, -4.319], [-9.918, 21.210, -7.050], [-8.951, 21.907, -7.992], [-9.866, 22.463, -8.967], [-10.947, 21.654, -9.030], [-11.724, 21.605, -9.927], [-11.036, 20.927, -7.895], [-10.174, 21.846, -6.204], [-9.540, 20.298, -6.597], [-8.176, 21.273, -8.433], [-8.447, 22.783, -7.596], [-7.379, 20.149, -4.737], [-6.310, 20.653, -5.674], [-5.991, 19.483, -6.438], [-7.030, 18.616, -6.350], [-7.078, 17.576, -6.924], [-7.960, 19.055, -5.465], [-8.071, 20.954, -4.481], [-6.945, 19.699, -3.843], [-5.443, 21.081, -5.173], [-6.688, 21.443, -6.330], [-12.737, 23.574, -3.626], [-12.182, 22.580, -4.655], [-13.345, 21.836, -5.055], [-14.461, 22.443, -4.605], [-15.570, 22.073, -4.841], [-14.157, 23.508, -3.840], [-12.401, 24.576, -3.868], [-12.469, 23.310, -2.605], [-11.482, 21.894, -4.196], [-11.706, 23.110, -5.476], [-5.990, 27.744, -1.614], [-5.707, 26.802, -2.801], [-4.833, 25.811, -2.219], [-4.536, 26.125, -0.952], [-3.885, 25.462, -0.209], [-5.050, 27.335, -0.622], [-7.031, 27.619, -1.310], [-5.817, 28.801, -1.799], [-5.240, 27.293, -3.649], [-6.601, 26.249, -3.090], [-6.926, 21.838, -1.639], [-5.800, 22.529, -2.424], [-4.782, 21.532, -2.460], [-5.226, 20.362, -1.947], [-4.571, 19.368, -1.914], [-6.494, 20.475, -1.523], [-7.927, 21.963, -2.054], [-6.991, 22.202, -0.605], [-5.507, 23.426, -1.886], [-6.135, 22.800, -3.425], [-5.729, 24.297, -6.843], [-5.914, 25.271, -5.673], [-4.770, 26.121, -5.813], [-4.226, 25.984, -7.038], [-3.316, 26.632, -7.449], [-4.863, 25.018, -7.731], [-6.664, 24.107, -7.356], [-5.268, 23.359, -6.537], [-5.893, 24.723, -4.738], [-6.851, 25.815, -5.776], [-7.951, 21.101, 2.495], [-9.296, 20.423, 2.270], [-9.172, 19.530, 1.151], [-10.485, 19.020, 0.425], [-10.288, 17.844, -0.419], [-11.043, 20.305, -0.325], [-10.915, 20.430, -1.762], [-11.979, 19.649, -2.502], [-11.503, 18.839, 1.625], [-12.850, 18.459, 1.283], [-13.075, 17.014, 1.702], [-7.536, 21.431, 1.546], [-8.099, 21.933, 3.184], [-7.249, 20.403, 2.955], [-9.609, 19.883, 3.159], [-10.005, 21.206, 1.988], [-10.996, 21.496, -1.958], [-9.927, 20.101, -2.088], [-11.936, 18.590, -2.260], [-12.963, 20.070, -2.272], [-11.866, 19.790, -3.578], [-13.553, 19.152, 1.740], [-12.974, 18.521, 0.199], [-13.094, 16.926, 2.788], [-14.054, 16.681, 1.347], [-12.315, 16.397, 1.227]]}

[4]
{"formula": "C33H52AsBaNP2", "method": "ωB97M-V/def2-TZVPD", "charge": 2, "homo_lumo_gap_ha": 0.246, "total_energy_ev": -116651.0997, "species": ["Ba", "N", "C", "C", "C", "C", "C", "C", "P", "C", "C", "C", "C", "C", "C", "C", "C", "C", "C", "C", "C", "H", "H", "H", "H", "H", "H", "H", "H", "H", "H", "H", "H", "H", "H", "H", "H", "C", "C", "As", "C", "C", "C", "C", "H", "H", "H", "H", "H", "H", "H", "H", "H", "H", "H", "H", "H", "H", "H", "C", "C", "C", "P", "C", "C", "C", "C", "C", "C", "H", "H", "H", "H", "H", "H", "H", "H", "H", "H", "H", "H", "H", "H", "H", "H", "H", "H", "H", "H", "H"], "coordinates": [[-0.786, -0.111, 0.580], [1.067, -1.641, -1.592], [0.763, -3.025, -1.354], [1.805, -3.902, -1.058], [1.538, -5.221, -0.749], [0.229, -5.706, -0.748], [-0.806, -4.845, -1.054], [-0.564, -3.493, -1.349], [-1.885, -2.299, -1.607], [-2.330, -1.939, 0.229], [-1.548, -2.383, 1.324], [-1.566, -1.677, 2.563], [-2.356, -0.515, 2.693], [-3.214, -0.098, 1.629], [-3.199, -0.798, 0.419], [-3.327, -3.210, -2.152], [-4.233, -3.875, -1.325], [-5.325, -4.519, -1.894], [-5.514, -4.496, -3.271], [-4.612, -3.838, -4.096], [-3.524, -3.186, -3.536], [0.589, -1.298, -2.418], [2.063, -1.517, -1.712], [2.830, -3.545, -1.078], [2.364, -5.884, -0.522], [0.032, -6.745, -0.519], [-1.821, -5.223, -1.087], [-0.873, -3.230, 1.188], [-0.978, -2.029, 3.400], [-2.351, 0.041, 3.620], [-3.853, 0.767, 1.757], [-3.783, -0.440, -0.435], [-4.092, -3.908, -0.252], [-6.029, -5.041, -1.259], [-6.370, -4.993, -3.709], [-4.755, -3.819, -5.168], [-2.830, -2.667, -4.188], [1.511, 0.479, 5.824], [0.751, 0.945, 4.590], [1.336, 0.176, 2.903], [2.945, 1.211, 2.652], [3.849, 0.761, 1.511], [2.077, -1.533, 3.453], [2.258, -2.456, 2.249], [1.182, 1.044, 6.697], [2.587, 0.630, 5.733], [1.347, -0.575, 6.041], [0.868, 2.021, 4.451], [-0.320, 0.765, 4.702], [3.458, 1.149, 3.612], [2.627, 2.245, 2.510], [4.450, -0.108, 1.788], [4.544, 1.557, 1.239], [3.323, 0.490, 0.598], [1.421, -1.970, 4.206], [3.025, -1.339, 3.953], [1.299, -2.786, 1.835], [2.809, -3.362, 2.510], [2.810, -1.981, 1.435], [-0.082, 4.104, 1.250], [-0.550, 4.081, -0.215], [-0.548, 5.494, -0.802], [0.337, 2.710, -1.042], [-0.058, 2.742, -2.832], [0.495, 3.850, -3.731], [-1.586, 2.655, -2.971], [2.143, 2.985, -0.881], [2.866, 1.988, -1.797], [2.716, 4.390, -1.079], [-0.754, 4.704, 1.867], [0.915, 4.541, 1.348], [-0.024, 3.116, 1.722], [-1.591, 3.736, -0.227], [0.454, 5.880, -0.975], [-1.047, 6.181, -0.114], [-1.091, 5.545, -1.745], [0.366, 1.795, -3.187], [0.252, 4.847, -3.365], [0.066, 3.759, -4.732], [1.577, 3.796, -3.847], [-2.066, 3.598, -2.698], [-2.046, 1.875, -2.353], [-1.868, 2.438, -4.003], [2.350, 2.691, 0.155], [2.853, 2.323, -2.837], [2.443, 0.981, -1.792], [3.913, 1.894, -1.499], [2.479, 4.797, -2.062], [3.806, 4.356, -0.993], [2.364, 5.096, -0.329]]}

no.,E_LUMO (eV)
1,-10.152
2,1.827
3,3.491
4,-6.827